1.
{"formula": "C2H6OS", "method": "wB97M-V/def2-TZVPD", "e_tot_ev": -15051.9785, "total_charge": 0, "lumo_ev": 0.40, "orbital_gap_ev": 9.8, "symbols": ["C", "C", "O", "H", "H", "H", "H", "S", "H", "H"], "xyz": [[1.824, -0.176, 2.028], [1.081, -0.842, 1.154], [-0.257, -0.990, 1.417], [2.811, -0.312, 2.218], [1.214, 0.012, 2.949], [1.646, -1.405, 0.391], [-0.801, -0.867, 0.498], [-2.696, 1.187, -3.963], [-1.453, 1.435, -3.528], [-3.369, 1.958, -3.164]]}



2.
{"formula": "C2H4N2S3", "method": "wB97M-V/def2-TZVPD", "e_tot_ev": -37622.1745, "total_charge": 0, "lumo_ev": -0.13, "orbital_gap_ev": 8.3, "symbols": ["C", "C", "N", "N", "S", "S", "S", "H", "H", "H", "H"], "xyz": [[0.121, 0.850, 0.479], [0.144, -1.492, -0.508], [1.353, 0.254, 0.533], [-0.846, 0.023, 0.119], [0.027, 2.426, 0.947], [1.275, -1.514, 0.834], [-2.370, 0.475, -0.487], [-0.490, -2.379, -0.715], [0.653, -1.096, -1.421], [2.091, 0.752, 0.895], [-1.958, 1.700, -0.677]]}



3.
{"formula": "C4H6N2S2", "method": "wB97M-V/def2-TZVPD", "e_tot_ev": -28891.4539, "total_charge": 0, "lumo_ev": [-0.46, -0.63], "orbital_gap_ev": [8.0, 7.6], "symbols": ["C", "C", "C", "C", "N", "N", "S", "S", "H", "H", "H", "H", "H", "H"], "xyz": [[0.224, -0.983, -2.516], [-0.654, -0.261, -0.436], [0.681, -0.510, -0.448], [-1.602, 1.314, 1.345], [1.099, -1.115, -1.588], [1.686, -0.269, 0.540], [-1.323, -0.444, -1.978], [-0.207, 1.716, 2.318], [0.249, -1.285, -3.491], [-1.873, 2.151, 0.694], [-2.386, 0.770, 1.827], [1.729, -1.165, 1.037], [2.558, -0.432, -0.112], [-0.180, 0.514, 2.809]]}



4.
{"formula": "C22H11Cl2NPbS7", "method": "wB97M-V/def2-TZVPD", "e_tot_ev": -130625.7615, "total_charge": -2, "lumo_ev": 3.96, "orbital_gap_ev": 5.3, "symbols": ["Pb", "Cl", "C", "C", "C", "C", "C", "Cl", "C", "S", "H", "H", "H", "S", "C", "C", "C", "C", "C", "C", "N", "C", "C", "C", "C", "C", "C", "C", "H", "H", "H", "H", "H", "H", "H", "H", "S", "C", "S", "C", "C", "S", "S", "S"], "xyz": [[-1.011, -1.003, -0.602], [-3.577, 1.587, -0.306], [-2.839, 3.124, 0.024], [-3.654, 4.112, 0.543], [-3.147, 5.371, 0.824], [-1.801, 5.616, 0.598], [-0.999, 4.621, 0.071], [0.672, 5.016, -0.196], [-1.469, 3.323, -0.277], [-0.451, 2.161, -1.025], [-4.697, 3.885, 0.725], [-3.795, 6.148, 1.210], [-1.367, 6.583, 0.816], [4.049, -0.424, 0.784], [3.375, 0.794, 1.820], [4.015, 1.829, 2.490], [3.243, 2.690, 3.249], [1.861, 2.518, 3.346], [1.226, 1.488, 2.682], [1.984, 0.617, 1.904], [1.497, -0.432, 1.160], [2.404, -1.061, 0.506], [2.192, -2.181, -0.414], [3.263, -3.062, -0.614], [3.140, -4.137, -1.470], [1.938, -4.330, -2.138], [0.881, -3.458, -1.936], [0.949, -2.351, -1.084], [5.085, 1.965, 2.392], [3.717, 3.519, 3.762], [1.272, 3.220, 3.921], [0.154, 1.350, 2.732], [4.185, -2.909, -0.061], [3.968, -4.821, -1.614], [1.829, -5.172, -2.814], [-0.045, -3.633, -2.477], [-5.519, -6.350, -3.623], [-4.493, -5.219, -2.976], [-3.966, -5.223, -1.335], [-2.984, -3.760, -1.356], [-2.916, -3.131, -2.555], [-2.092, -1.660, -2.984], [-3.817, -3.900, -3.858], [-2.264, -3.319, 0.159]]}